Computed, not measured: a molecular structure, C26H28MoN2S2Si, with ωB97M-V/def2-TZVPD.

Calculated values
- molecular weight (g/mol) = 556.7
- spin multiplicity = 3
- charge = +2
- highest occupied orbital energy (spin up / spin down) (eV) = -13.7 / -13.7
- ⟨S²⟩ = 2.3042

Atoms and positions in Å:
H 3.826 -2.518 -3.692
H 0.189 3.048 5.218
H -1.221 2.707 -5.288
H 0.794 -4.020 0.025
C -0.163 -3.386 4.065
H -1.931 2.569 0.310
C -0.767 2.617 5.535
C -0.758 1.342 -3.683
C 2.192 -1.550 -2.672
C -2.505 1.032 -2.020
H -0.299 -2.464 -3.618
C -2.842 2.573 -3.856
C -0.972 2.393 0.778
H 2.383 1.962 0.861
C 0.206 -2.905 1.726
C -3.310 1.958 -2.686
C -0.472 -0.979 4.722
C 0.295 2.339 0.103
N -0.509 0.379 4.419
C 4.244 -0.425 -3.300
H 0.218 1.069 -4.090
C -0.726 2.169 2.167
H -0.672 -2.211 6.520
H 1.598 -2.467 -2.611
C 3.457 -1.583 -3.266
H -2.899 0.504 -1.146
H 2.142 1.739 -1.727
H -1.133 -3.877 -4.311
H 4.408 1.647 -2.681
H -1.642 -2.209 -4.771
C -0.674 -1.219 6.083
N -0.026 -1.784 2.373
C -1.199 0.773 -2.480
S 0.137 -4.377 2.699
H -0.284 -3.781 5.067
H 1.328 -2.306 0.025
C 1.324 2.075 1.076
H -0.971 2.907 6.570
H 1.168 1.830 3.310
C 0.689 1.977 2.352
C 3.779 0.755 -2.711
C -0.712 1.136 5.457
H -4.305 2.189 -2.296
C -1.576 2.253 -4.360
H -3.474 3.293 -4.379
H -1.998 -2.847 -3.133
H -1.462 2.184 2.959
H -1.563 3.009 4.896
Mo -0.088 0.353 0.970
H 0.456 2.554 -0.945
H -0.659 -1.662 -1.773
C 0.501 -2.993 0.276
C 1.678 -0.344 -2.165
H -0.428 -2.785 -0.279
Si -0.082 -0.339 -1.467
S -0.908 0.223 6.975
C 2.496 0.800 -2.156
C -1.272 -2.844 -3.955
H 5.226 -0.450 -3.768
C -0.233 -2.035 3.747